# C16H21Br6N2

A 4-piece molecular cluster, C16H21Br6N2 overall (ωB97M-V/def2-TZVPD, OMol25).

```
! wB97M-V def2-TZVPD RIJCOSX def2/J DEFGRID3
* xyz 1 1
C 0.643 -0.586 0.480
C 1.612 -1.215 -0.664
N 1.030 -1.725 -1.938
C -0.450 -1.617 -2.069
C -1.583 -1.027 -1.059
C -3.217 -1.003 -1.340
C -3.944 -2.434 -1.703
C -5.600 -2.437 -1.936
C -6.367 -0.992 -1.804
N -5.644 0.328 -1.461
C -4.135 0.391 -1.233
C -1.009 -0.433 0.396
H 1.172 -0.176 1.464
H 2.787 -1.274 -0.472
H -0.889 -2.031 -3.101
H -3.352 -3.444 -1.771
H -6.100 -3.472 -2.161
H -7.547 -0.966 -1.960
H -6.233 1.203 -1.374
H -3.577 1.404 -0.935
H -1.687 0.014 1.237
Br -4.800 2.143 1.492
C -6.216 3.205 2.311
C -7.552 2.506 2.209
Br -8.296 2.663 0.413
H -6.201 4.186 1.826
H -5.918 3.318 3.357
H -8.288 2.983 2.863
H -7.503 1.439 2.443
Br 5.106 -1.048 -0.379
C 5.916 -1.717 1.265
C 4.920 -2.508 2.082
Br 3.683 -1.327 3.020
H 6.325 -0.853 1.795
H 6.739 -2.358 0.935
H 5.428 -3.070 2.870
H 4.315 -3.194 1.484
Br 9.309 0.842 0.882
C 8.794 2.260 -0.354
C 7.681 1.808 -1.271
Br 8.359 0.647 -2.684
H 9.699 2.565 -0.887
H 8.458 3.084 0.283
H 7.241 2.663 -1.794
H 6.890 1.256 -0.756
*
```

Values from the calculation:
LUMO, eV: -4.90
Gap between HOMO and LUMO, eV: 6.474

# C34H25Cl5NO4PV

C34H25Cl5NO4PV as an isolated structure (ωB97M-V/def2-TZVPD, OMol25).

```
! wB97M-V def2-TZVPD RIJCOSX def2/J DEFGRID3
* xyz 0 4
V 0.839 1.258 -1.606
O 4.182 3.335 -1.874
C 2.989 3.190 -1.842
O 2.344 2.166 -2.377
C 2.058 4.210 -1.182
P 0.850 3.259 -0.200
C 1.694 2.941 1.374
C 0.964 2.405 2.434
C 1.597 2.063 3.617
C 2.965 2.256 3.755
C 3.697 2.787 2.705
C 3.069 3.122 1.512
C -0.506 4.392 0.189
C -0.399 5.305 1.238
C -1.429 6.197 1.487
C -2.570 6.182 0.696
C -2.681 5.280 -0.351
C -1.651 4.385 -0.602
H 1.483 4.706 -1.967
H 2.607 4.958 -0.613
H -0.104 2.257 2.334
H 1.023 1.642 4.433
H 3.460 1.986 4.679
H 4.765 2.934 2.805
H 3.668 3.505 0.696
H 0.486 5.309 1.863
H -1.344 6.903 2.303
H -3.376 6.876 0.900
H -3.571 5.264 -0.967
H -1.742 3.675 -1.416
Cl -0.376 1.638 -4.320
C -1.669 1.347 -3.202
C -1.261 1.138 -1.900
C -2.261 0.945 -0.955
Cl -1.821 0.724 0.703
C -3.610 0.946 -1.305
Cl -4.831 0.698 -0.118
C -3.978 1.156 -2.636
Cl -5.634 1.159 -3.092
C -2.997 1.366 -3.605
Cl -3.413 1.640 -5.249
C -3.497 -6.585 -0.789
O -2.539 -5.548 -0.703
C -1.221 -5.905 -0.774
C -0.760 -7.201 -0.904
C 0.611 -7.444 -0.990
C 1.502 -6.390 -0.963
C 1.040 -5.083 -0.839
C -0.318 -4.826 -0.723
N -0.857 -3.546 -0.599
C -0.191 -2.359 -0.405
C 0.844 -2.146 0.531
C 1.207 -3.068 1.538
C 2.230 -2.798 2.427
C 2.933 -1.602 2.353
C 2.593 -0.654 1.389
C 1.567 -0.921 0.505
O 1.231 0.011 -0.410
H -3.414 -7.122 -1.737
H -4.470 -6.105 -0.728
H -3.389 -7.290 0.039
H -1.454 -8.027 -0.939
H 0.966 -8.461 -1.086
H 2.565 -6.572 -1.045
H 1.734 -4.255 -0.833
H -1.813 -3.476 -0.910
H -0.609 -1.506 -0.921
H 0.655 -3.995 1.615
H 2.481 -3.523 3.190
H 3.740 -1.398 3.045
H 3.115 0.290 1.319
*
```

Values from the calculation:
LUMO (alpha / beta), eV: -0.12 / -0.32
Energy relative to the best compared isomer or geometry (same formula, charge and spin), kcal/mol: 0.00
Gap between HOMO and LUMO (alpha / beta), eV: 5.936 / 7.500

# C15H22Br2F2INO7P

A 2-piece molecular cluster, C15H22Br2F2INO7P overall (ωB97M-V/def2-TZVPD, OMol25).

```
! wB97M-V def2-TZVPD RIJCOSX def2/J DEFGRID3
* xyz -1 1
C -0.268 2.885 3.492
C 0.901 3.193 2.381
I 2.141 4.837 3.233
C 1.862 1.895 2.031
P 1.279 0.886 0.501
C 1.114 -0.817 1.375
C -0.027 -0.870 2.551
C -1.517 -1.354 1.987
Br -2.483 -2.564 3.258
O -0.423 1.334 0.577
C -1.059 0.743 -0.646
N -1.886 0.230 -1.533
O 1.471 2.195 -0.685
C 2.400 1.638 -1.724
C 1.598 1.458 -3.144
C 1.389 3.125 -3.751
C -0.103 3.391 -4.581
O 0.261 3.952 -3.072
C 3.280 0.367 -1.123
F 4.744 0.647 -1.346
Br 3.078 -1.414 -2.019
O 2.980 0.399 0.343
H -1.200 2.366 2.972
H 0.150 2.151 4.321
H -0.649 3.851 4.072
H 0.417 3.662 1.405
H 2.919 2.360 1.726
H 2.092 1.212 2.976
H 0.880 0.132 -0.678
H 0.886 -1.716 0.623
H 2.160 -1.081 1.874
H 0.311 -1.734 3.303
H -0.123 0.102 3.197
H -1.447 -1.786 0.876
H -2.158 -0.351 1.892
H 3.062 2.601 -1.942
H 0.516 1.071 -2.933
H 2.182 0.885 -3.979
H 2.414 3.704 -4.191
H -0.159 2.200 -4.668
H -1.167 3.440 -4.142
C -3.674 -5.323 0.262
C -3.751 -5.097 -1.209
O -2.783 -4.098 -1.440
C -1.845 -4.282 -0.468
O -0.727 -3.797 -0.496
O -2.309 -5.084 0.539
F -4.961 -4.606 -1.559
H -4.289 -4.617 0.832
H -3.959 -6.341 0.542
H -3.518 -5.981 -1.812
*
```

Values from the calculation:
LUMO, eV: 2.25
Gap between HOMO and LUMO, eV: 7.800

# C4H5NO

C4H5NO in the gas phase (ωB97M-V/def2-TZVPD, OMol25).

```
! wB97M-V def2-TZVPD RIJCOSX def2/J DEFGRID3
* xyz 0 1
N 1.986 -0.173 -0.903
C 1.165 -1.119 -0.732
O 0.096 -1.044 0.074
C -0.109 0.206 0.743
C -1.547 0.450 0.857
C -2.726 0.673 0.948
H 2.703 -0.441 -1.571
H 1.189 -2.108 -1.196
H 0.387 1.003 0.181
H 0.360 0.153 1.732
H -3.774 0.868 1.012
*
```

Values from the calculation:
LUMO, eV: 0.99
Energy relative to the best compared isomer or geometry (same formula, charge and spin), kcal/mol: 57.17
Gap between HOMO and LUMO, eV: 11.087

# C4H4OTl

C4H4OTl as an isolated structure (ωB97M-V/def2-TZVPD, OMol25).

```
! wB97M-V def2-TZVPD RIJCOSX def2/J DEFGRID3
* xyz 1 1
O -0.053 -0.913 1.647
C 0.563 -0.972 0.512
C 1.270 0.032 -0.111
C 0.777 0.707 -1.257
C -0.075 1.368 -1.856
H 0.151 -1.728 -0.182
H 2.021 0.551 0.492
H -0.393 2.137 -2.541
Tl -1.738 -0.952 2.416
H -2.522 -0.231 0.880
*
```

Values from the calculation:
LUMO (alpha / beta), eV: -6.36 / -6.88
Energy relative to the best compared isomer or geometry (same formula, charge and spin), kcal/mol: 150.82
Gap between HOMO and LUMO (alpha / beta), eV: 7.528 / 6.514

# C21H72N14O15

A 15-piece molecular cluster, C21H72N14O15 overall (ωB97M-V/def2-TZVPD, OMol25).

```
! wB97M-V def2-TZVPD RIJCOSX def2/J DEFGRID3
* xyz 0 1
C 2.814 0.879 -3.218
C 2.327 -0.608 -3.520
O 2.587 -1.276 -2.386
H 3.898 0.827 -2.877
H 2.212 1.330 -2.466
H 2.760 1.503 -4.031
H 2.962 -1.060 -4.265
H 1.322 -0.728 -3.931
H 2.297 -2.189 -2.578
C -2.759 -3.538 0.815
C -4.253 -3.443 0.784
O -4.664 -3.536 2.135
H -2.338 -2.589 1.189
H -2.371 -3.732 -0.212
H -2.356 -4.305 1.495
H -4.530 -4.339 0.237
H -4.656 -2.487 0.355
H -5.629 -3.691 2.209
C 0.024 1.291 0.152
C 0.431 -0.130 -0.225
O -0.453 -1.013 0.325
H -1.040 1.463 0.164
H 0.392 1.800 -0.706
H 0.682 1.529 1.003
H 1.505 -0.219 -0.080
H 0.337 -0.361 -1.304
H -0.082 -1.855 0.077
C 3.210 -3.424 0.581
C 3.579 -4.868 0.190
O 2.516 -5.325 -0.632
H 4.044 -3.159 1.268
H 2.279 -3.326 1.094
H 3.170 -2.885 -0.245
H 3.694 -5.529 1.142
H 4.620 -4.795 -0.327
H 1.771 -5.547 -0.051
C -0.452 -0.993 5.012
C -0.526 -1.612 3.624
O -1.235 -0.698 2.832
H 0.276 -1.413 5.669
H -1.340 -0.959 5.555
H -0.194 0.019 4.967
H -1.044 -2.536 3.497
H 0.505 -1.609 3.257
H -1.052 -0.967 1.938
C -0.075 1.975 -4.217
C -0.787 3.178 -3.527
O -2.155 2.833 -3.190
H 0.913 2.193 -4.721
H -0.758 1.414 -4.796
H 0.189 1.264 -3.435
H -0.656 4.036 -4.255
H -0.183 3.570 -2.702
H -2.497 3.462 -2.567
C 0.597 -5.861 1.986
O 0.805 -4.772 2.766
N 0.600 -7.056 2.442
N 0.279 -5.638 0.713
H 1.026 -7.141 3.351
H 0.195 -7.911 1.980
H 0.320 -4.639 0.542
H -0.315 -6.288 0.144
C 2.159 4.587 1.844
O 2.044 5.775 1.162
N 2.536 3.472 1.271
N 1.858 4.460 3.092
H 2.489 3.595 0.193
H 2.523 2.541 1.723
H 1.424 5.257 3.526
H 1.565 3.554 3.461
C 1.966 4.821 -2.050
O 2.253 3.694 -1.318
N 2.171 4.919 -3.341
N 1.444 5.889 -1.459
H 2.688 4.131 -3.856
H 1.726 5.661 -3.896
H 1.613 5.883 -0.411
H 1.355 6.803 -1.985
C -3.716 0.879 0.608
O -3.274 -0.444 0.763
N -3.741 1.460 -0.505
N -4.241 1.546 1.585
H -3.107 0.933 -1.169
H -3.998 2.473 -0.664
H -4.412 0.967 2.391
H -4.550 2.562 1.572
C -2.615 -0.758 -2.546
O -3.248 -0.831 -3.773
N -2.631 -1.737 -1.629
N -2.064 0.300 -2.032
H -3.054 -2.621 -1.834
H -2.412 -1.442 -0.694
H -1.943 1.151 -2.541
H -1.368 0.326 -1.281
C -1.002 2.800 3.284
O 0.161 2.550 3.906
N -1.823 1.882 3.004
N -1.514 3.999 3.026
H -1.452 0.909 2.976
H -2.710 2.005 2.461
H -0.992 4.824 3.353
H -2.545 4.175 2.659
C 0.428 -3.315 -1.986
O 0.233 -3.338 -0.624
N 1.442 -3.911 -2.513
N -0.373 -2.635 -2.765
H 1.905 -4.517 -1.682
H 1.561 -4.123 -3.485
H -1.209 -2.185 -2.334
H -0.102 -2.359 -3.735
C 3.380 0.184 1.594
O 2.614 0.845 2.600
H 2.981 -0.803 1.428
H 4.340 -0.084 1.986
H 3.351 0.764 0.619
H 2.652 0.268 3.369
C -1.086 4.370 -0.130
O -1.199 5.341 -1.154
H -1.942 3.685 -0.047
H -0.784 4.861 0.766
H -0.203 3.823 -0.466
H -0.294 5.661 -1.344
*
```

Values from the calculation:
LUMO, eV: 0.10
Energy relative to the best compared isomer or geometry (same formula, charge and spin), kcal/mol: 23.85
Gap between HOMO and LUMO, eV: 8.787

# C27H27N2RuS5Si

C27H27N2RuS5Si as an isolated structure (ωB97M-V/def2-TZVPD, OMol25).

```
! wB97M-V def2-TZVPD RIJCOSX def2/J DEFGRID3
* xyz 0 2
Ru 0.595 -0.283 -0.238
S 2.470 -0.108 -1.624
C 2.298 -1.319 -2.883
C 3.435 -1.779 -3.553
C 3.327 -2.680 -4.595
C 2.080 -3.141 -5.000
C 0.943 -2.689 -4.352
C 1.056 -1.798 -3.292
S -0.360 -1.134 -2.455
C -1.344 -2.648 -2.283
C -2.468 -2.386 -1.329
C -3.563 -3.232 -1.173
C -4.451 -2.965 -0.147
C -4.208 -1.900 0.713
C -3.100 -1.110 0.467
C -2.590 -0.045 1.388
S -0.844 -0.403 1.813
C -0.914 -2.137 2.180
C -1.790 -2.590 3.165
C -1.844 -3.931 3.488
C -0.986 -4.814 2.835
C -0.098 -4.360 1.883
C -0.037 -3.003 1.520
S 1.167 -2.505 0.350
N -2.293 -1.330 -0.561
H 4.406 -1.423 -3.232
H 4.222 -3.031 -5.093
H 1.992 -3.844 -5.818
H -0.030 -3.029 -4.681
H -0.686 -3.410 -1.855
H -1.701 -2.972 -3.258
H -3.696 -4.088 -1.821
H -5.309 -3.604 0.012
H -4.848 -1.710 1.564
H -3.175 0.030 2.304
H -2.559 0.936 0.911
H -2.430 -1.881 3.678
H -2.532 -4.284 4.245
H -1.007 -5.869 3.081
H 0.576 -5.050 1.392
C 0.945 5.101 3.199
Si 2.018 4.711 1.714
C 3.557 3.808 2.252
C 2.515 6.299 0.852
C 0.950 3.737 0.491
C 0.039 4.432 -0.296
C -0.809 3.788 -1.199
C -0.727 2.418 -1.303
N 0.132 1.725 -0.556
C 0.951 2.343 0.321
S 1.886 1.120 1.130
H 1.487 5.713 3.923
H 0.634 4.183 3.701
H 0.044 5.645 2.906
H 4.174 4.495 2.838
H 4.148 3.464 1.401
H 3.331 2.940 2.872
H 3.120 6.917 1.519
H 1.655 6.897 0.543
H 3.110 6.085 -0.038
H -0.022 5.512 -0.217
H -1.506 4.342 -1.811
H -1.338 1.842 -1.989
*
```

Values from the calculation:
LUMO (alpha / beta), eV: 0.34 / -0.79
Energy relative to the best compared isomer or geometry (same formula, charge and spin), kcal/mol: 13.59
Gap between HOMO and LUMO (alpha / beta), eV: 7.307 / 6.110

# C40H47CdN5OSSi

C40H47CdN5OSSi as an isolated structure (ωB97M-V/def2-TZVPD, OMol25).

```
! wB97M-V def2-TZVPD RIJCOSX def2/J DEFGRID3
* xyz 0 1
Cd -0.204 1.069 0.095
C -0.838 -4.264 2.640
C -2.053 -3.608 2.777
C -2.141 -2.244 2.573
C -1.008 -1.497 2.236
C 0.208 -2.166 2.097
C 0.290 -3.534 2.294
N -1.089 -0.131 1.961
C -1.694 0.658 2.842
C -2.006 0.261 4.190
C -2.548 1.130 5.086
C -2.853 2.467 4.740
C -2.604 2.883 3.467
C -2.044 2.007 2.509
N -1.820 2.386 1.217
N -2.268 3.504 0.812
C -1.979 3.799 -0.532
C -2.646 4.892 -1.086
C -2.391 5.223 -2.399
C -1.472 4.467 -3.119
C -0.855 3.407 -2.479
N -1.104 3.073 -1.219
H -0.775 -5.332 2.791
H -2.944 -4.165 3.035
H -3.095 -1.740 2.663
H 1.085 -1.596 1.812
H 1.241 -4.029 2.167
H -1.769 -0.748 4.496
H -2.737 0.791 6.097
H -3.267 3.140 5.476
H -2.817 3.895 3.153
H -3.342 5.443 -0.474
H -2.896 6.061 -2.860
H -1.232 4.698 -4.144
H -0.123 2.795 -2.995
C 1.563 0.884 -1.192
Si 1.284 -0.495 -2.354
C -0.561 -0.403 -2.821
N -1.455 -0.318 -1.662
C -1.652 -1.657 -1.073
C -3.037 -1.803 -0.469
C -4.096 -1.726 -1.572
C -3.767 -0.600 -2.570
C -2.727 0.342 -1.975
C 1.772 -2.160 -1.623
C 2.713 -2.223 -0.596
C 3.213 -3.437 -0.148
C 2.759 -4.620 -0.709
C 1.805 -4.583 -1.715
C 1.326 -3.364 -2.169
C 2.220 -0.382 -3.997
C 3.337 -1.178 -4.255
C 4.064 -1.049 -5.429
C 3.685 -0.117 -6.382
C 2.577 0.684 -6.152
C 1.861 0.550 -4.973
H 1.528 1.812 -1.769
H 2.501 0.888 -0.640
H -0.850 -1.225 -3.493
H -0.674 0.513 -3.409
H -0.871 -1.844 -0.328
H -1.534 -2.425 -1.852
H -3.189 -1.032 0.289
H -3.098 -2.761 0.049
H -5.086 -1.583 -1.137
H -4.121 -2.683 -2.098
H -4.663 -0.032 -2.828
H -3.382 -1.015 -3.504
H -3.124 0.788 -1.057
H -2.513 1.171 -2.651
H 3.073 -1.302 -0.148
H 3.953 -3.460 0.641
H 3.143 -5.569 -0.360
H 1.446 -5.504 -2.153
H 0.606 -3.353 -2.978
H 3.642 -1.918 -3.527
H 4.926 -1.679 -5.601
H 4.248 -0.017 -7.300
H 2.273 1.413 -6.891
H 1.004 1.193 -4.816
C 1.818 -0.249 4.982
C 1.520 1.095 4.344
S 2.044 1.085 2.607
O 1.245 2.144 1.911
C 3.710 1.789 2.803
C 3.698 3.267 3.147
H 1.491 -0.252 6.020
H 2.885 -0.470 4.969
H 1.303 -1.050 4.455
H 2.001 1.918 4.869
H 0.449 1.294 4.295
H 4.200 1.612 1.846
H 4.209 1.175 3.554
H 2.997 3.790 2.498
H 4.690 3.691 3.001
H 3.407 3.444 4.180
*
```

Values from the calculation:
LUMO (alpha / beta), eV: -0.73 / -0.73
Energy relative to the best compared isomer or geometry (same formula, charge and spin), kcal/mol: 0.00
Gap between HOMO and LUMO (alpha / beta), eV: 6.027 / 6.026

no.,electronic energy (eV)
1,-440147.941
2,-142933.326
3,-194631.965
4,-7764.047
5,-10938.704
6,-74515.300
7,-96057.018
8,-75018.117